Entry from the OMol25 dataset: one molecule with the formula C3H6Cl2N2 in a non-equilibrium geometry (wB97M-V/def2-TZVPD).

Values from the calculation:
HOMO-LUMO gap = 0.375 hartree
E_tot = -1147.73045 a.u.
Relative energy (zero: lowest compared OMol25 entry of this formula, charge and spin) = 14.0 kcal per mole
SMILES = Cl[C@H]1NCCN1Cl

```
! RIJCOSX wB97M-V def2-TZVPD def2/J DEFGRID3
* xyz 0 1
Cl 1.03941 -2.65492 0.27024
C 1.28198 -0.93365 -0.52525
N 0.16236 -0.42314 -1.03846
C -0.65466 0.17405 -0.02265
C 0.35832 0.68002 0.95991
N 1.67231 -0.00353 0.49394
Cl 2.74456 1.14832 -0.21842
H 2.02056 -1.14025 -1.32245
H -0.44568 -0.97225 -1.67972
H -1.40704 -0.48403 0.46915
H -1.16688 1.13449 -0.59603
H 0.69699 1.81360 0.78794
H 0.34216 0.43106 2.06223
*
```

---

Entry from the OMol25 dataset: one molecule with the formula C3H6Cl2OSi in a non-equilibrium geometry (wB97M-V/def2-TZVPD).

Values from the calculation:
HOMO-LUMO gap = 0.379 hartree
E_tot = -1403.03961 a.u.
Relative energy (zero: lowest compared OMol25 entry of this formula, charge and spin) = 47.8 kcal per mole
SMILES = C=C[Si](Cl)(Cl)OC

```
! RIJCOSX wB97M-V def2-TZVPD def2/J DEFGRID3
* xyz 0 1
C 2.21308 -1.54811 0.84218
C 1.04769 -1.24447 0.33107
Si -0.15418 0.06279 1.07072
Cl 0.71380 1.51035 1.95567
Cl -1.70725 -0.65009 2.20585
O -1.00276 0.92025 -0.36561
C -1.73997 1.51354 -1.80064
H 2.60872 -2.38814 0.29830
H 2.77987 -1.38558 1.76219
H 0.69250 -1.80896 -0.52079
H -2.73384 1.72318 -1.53897
H -1.29218 2.50106 -1.76346
H -1.42547 0.79420 -2.47651
*
```

---

Entry from the OMol25 dataset: C3H6Cl2OSi as an isolated structure in a non-equilibrium geometry (wB97M-V/def2-TZVPD).

Values from the calculation:
HOMO-LUMO gap (alpha / beta) = 0.310 / 0.174 hartree
E_tot = -1402.85332 a.u.
Relative energy (zero: lowest compared OMol25 entry of this formula, charge and spin) = 164.7 kcal per mole

```
! RIJCOSX wB97M-V def2-TZVPD def2/J DEFGRID3
* xyz 0 1
C 1.53899 1.77348 -0.51175
C 1.22246 0.48757 -0.64431
C -1.15204 -1.64445 -0.10721
O -1.02454 1.49604 0.53962
Si -0.59686 0.16380 -0.01966
Cl -1.82965 2.82926 2.07339
Cl 0.63857 -3.80803 1.39876
H 2.41385 2.22091 -1.08094
H 1.03972 2.50548 0.15707
H 1.79084 -0.22973 -1.34698
H -0.53828 -2.25375 0.43701
H -2.27106 -1.61785 0.20387
H -1.23199 -1.92273 -1.09887
*
```